{"formula": "C4H5O2V", "method": "the ωB97M-V functional and the def2-TZVPD basis", "elements": ["H", "O", "C", "C", "C", "C", "O", "V", "H", "H", "H", "H"], "positions_angstrom": [[0.91, 0.96, -1.61], [-2.71, 0.04, 0.58], [-1.37, 0.28, 0.47], [-0.59, -0.49, -0.31], [0.78, -0.69, 0.21], [1.83, 0.14, -0.09], [1.65, 1.18, -0.95], [3.68, -0.36, 0.05], [-3.16, 0.81, 0.93], [-1.01, 1.15, 1.02], [-1.06, -1.32, -0.85], [1.04, -1.70, 0.55]], "nbo_charge": [0.4984, -0.6416, 0.2489, -0.4393, -0.2008, -0.2185, -0.7118, 1.3281, 0.4967, 0.1843, 0.2465, 0.2090], "total_charge": 1, "multiplicity": 4, "homo_energy_ev": [-12.030, -12.095], "e_lumo_ev": [-5.755, -5.704], "s_squared": 3.809}



{"formula": "CF3NO", "method": "the ωB97M-V functional and the def2-TZVPD basis", "elements": ["C", "N", "O", "F", "F", "F"], "positions_angstrom": [[-1.03, 0.07, -0.18], [1.98, 0.38, 0.78], [-0.48, 0.86, -0.79], [-2.15, 0.18, 0.51], [-0.70, -1.22, -0.11], [2.38, -0.27, -0.20]], "nbo_charge": [1.1320, 0.1479, -0.5148, -0.3003, -0.3180, -0.1469], "total_charge": 0, "homo_energy_ev": [-10.352, -10.335], "e_lumo_ev": [-0.500, -0.501]}



{"formula": "C7H35NO9", "method": "the ωB97M-V functional and the def2-TZVPD basis", "elements": ["C", "C", "C", "N", "C", "C", "C", "C", "H", "H", "H", "H", "H", "H", "H", "H", "H", "H", "H", "H", "H", "H", "H", "H", "H", "H", "H", "O", "H", "H", "O", "H", "H", "O", "H", "H", "O", "H", "H", "O", "H", "H", "O", "H", "H", "O", "H", "H", "O", "H", "H", "O"], "positions_angstrom": [[1.71, 0.58, 2.07], [0.95, -0.73, 1.81], [-0.27, -0.86, 2.72], [0.55, -0.89, 0.39], [-0.22, 0.22, -0.18], [-0.73, -0.10, -1.60], [-1.84, 0.88, -1.97], [0.41, -0.03, -2.62], [1.00, 1.41, 2.04], [2.49, 0.73, 1.32], [2.13, 0.59, 3.08], [1.65, -1.55, 1.99], [0.00, -0.78, 3.77], [-1.00, -0.08, 2.53], [-0.76, -1.82, 2.54], [1.37, -1.06, -0.17], [-1.05, 0.42, 0.48], [0.36, 1.15, -0.19], [-1.15, -1.11, -1.58], [-1.49, 1.91, -2.01], [-2.23, 0.61, -2.95], [-2.67, 0.85, -1.26], [1.07, -0.89, -2.55], [0.01, -0.03, -3.64], [1.00, 0.88, -2.49], [-3.32, -1.41, -1.41], [-3.38, -1.18, 0.13], [-3.36, -1.89, -0.59], [1.02, -4.34, -2.15], [0.20, -3.25, -1.40], [0.97, -3.38, -2.04], [4.48, 0.69, -0.98], [3.25, -0.23, -0.93], [3.52, 0.73, -0.92], [-3.02, 3.31, 1.12], [-1.60, 2.88, 1.55], [-2.55, 2.62, 1.63], [0.29, 4.10, 2.07], [0.68, 3.35, 0.77], [-0.09, 3.69, 1.29], [2.17, 3.55, -0.95], [2.53, 2.17, -0.34], [2.15, 3.07, -0.12], [-1.84, -2.90, -0.42], [-0.49, -2.46, 0.24], [-0.94, -3.23, -0.19], [2.27, -2.46, -1.49], [3.40, -2.76, -0.44], [3.04, -2.05, -1.02], [-4.20, 0.03, 2.09], [-3.05, 0.98, 1.50], [-3.44, 0.07, 1.48]], "nbo_charge": [-0.6409, -0.0359, -0.6236, -0.6730, -0.2241, -0.2406, -0.6107, -0.6107, 0.2035, 0.2160, 0.2108, 0.1874, 0.2093, 0.2122, 0.2194, 0.3810, 0.1989, 0.1701, 0.2081, 0.2067, 0.2047, 0.2078, 0.2140, 0.2099, 0.2013, 0.4714, 0.5183, -0.9817, 0.4824, 0.5155, -1.0087, 0.4827, 0.5190, -0.9979, 0.4806, 0.5178, -0.9946, 0.4802, 0.5182, -0.9951, 0.4795, 0.5232, -0.9868, 0.5102, 0.5003, -1.0164, 0.5196, 0.4861, -1.0166, 0.4840, 0.5184, -1.0111], "total_charge": 0, "smiles": "CC(C)CNC(C)C.O.O.O.O.O.O.O.O.O", "homo_energy_ev": -8.835, "e_lumo_ev": 0.476}



{"formula": "C20H27N3O5S", "method": "the ωB97M-V functional and the def2-TZVPD basis", "elements": ["C", "C", "H", "H", "O", "C", "C", "C", "C", "C", "C", "N", "C", "O", "C", "C", "C", "C", "O", "H", "H", "H", "H", "H", "O", "C", "C", "H", "H", "H", "H", "H", "N", "C", "N", "H", "C", "H", "H", "C", "C", "O", "C", "H", "H", "H", "H", "H", "H", "H", "S", "H", "H", "H", "H", "H"], "positions_angstrom": [[0.95, 4.17, -0.78], [1.62, 3.78, 0.53], [2.45, 4.47, 0.75], [0.91, 3.82, 1.36], [2.25, 2.51, 0.48], [1.47, 1.38, 0.46], [0.10, 1.35, 0.66], [-0.60, 0.15, 0.63], [0.10, -1.06, 0.43], [1.47, -1.03, 0.24], [2.16, 0.17, 0.25], [3.54, 0.25, 0.06], [4.44, -0.75, -0.09], [4.18, -1.95, -0.09], [5.82, -0.26, -0.25], [6.98, -0.97, -0.41], [8.01, -0.02, -0.51], [7.41, 1.20, -0.40], [6.09, 1.07, -0.24], [7.80, 2.20, -0.42], [9.06, -0.21, -0.65], [7.06, -2.04, -0.46], [3.89, 1.20, 0.06], [2.03, -1.93, 0.07], [-0.68, -2.19, 0.42], [-0.06, -3.46, 0.31], [0.61, -3.91, 1.61], [0.99, -4.92, 1.48], [-0.11, -3.90, 2.42], [1.43, -3.25, 1.87], [0.66, -3.46, -0.51], [-0.88, -4.14, 0.06], [-1.97, 0.05, 0.82], [-2.97, 0.96, 0.72], [-4.19, 0.49, 1.10], [-4.25, -0.51, 1.25], [-5.42, 1.10, 0.67], [-6.10, 1.17, 1.53], [-5.18, 2.11, 0.34], [-6.09, 0.31, -0.46], [-5.09, -0.02, -1.58], [-4.19, -1.06, -1.24], [-4.69, -2.35, -1.45], [-5.55, -2.58, -0.82], [-3.87, -3.03, -1.20], [-4.97, -2.50, -2.50], [-5.63, -0.28, -2.50], [-4.46, 0.86, -1.78], [-6.51, -0.62, -0.07], [-6.91, 0.90, -0.87], [-2.77, 2.53, 0.24], [-2.26, -0.92, 0.88], [-0.45, 2.25, 0.84], [0.11, 3.53, -0.99], [0.60, 5.20, -0.71], [1.67, 4.10, -1.60]], "nbo_charge": [-0.6429, -0.0582, 0.1900, 0.1768, -0.5201, 0.2548, -0.3046, 0.0996, 0.3312, -0.3534, 0.1759, -0.6078, 0.6363, -0.6165, 0.1535, -0.2422, -0.3165, 0.1126, -0.4006, 0.2056, 0.2322, 0.2443, 0.4314, 0.2630, -0.5350, -0.0590, -0.6390, 0.2170, 0.2096, 0.2220, 0.1802, 0.1869, -0.5833, 0.3141, -0.5852, 0.3807, -0.2322, 0.1962, 0.2453, -0.4397, -0.0743, -0.5550, -0.2483, 0.1589, 0.1944, 0.1695, 0.1712, 0.2081, 0.1950, 0.2193, -0.2875, 0.4121, 0.2583, 0.2291, 0.2164, 0.2101], "total_charge": 0, "smiles": "CCOc1cc(NC(=S)NCCCOC)c(OCC)cc1NC(=O)c1ccco1", "homo_energy_ev": -7.195, "e_lumo_ev": 0.701}



Table of total energy (Eh), in record order: -1249.44167, -467.52673, -1019.68324, -1716.95409
Table of max |F| (eV/A), in record order: 2.0, 3.9, 1.2, 1.3